(1)
Below is C6H17NO2SSi2 in the gas phase, with properties calculated with the ωB97M-V functional and the def2-TZVPD basis.

Positions of all 29 atoms, in Å:
C1 2.679 3.544 0.783
C2 3.549 2.447 0.237
C3 2.508 2.191 1.369
C4 0.233 -2.721 -0.923
C5 -2.408 -2.527 -2.240
C6 -1.950 -1.970 1.079
N1 0.106 1.710 2.278
O1 -0.126 1.340 -0.247
O2 1.337 -0.140 1.211
Si1 -1.556 0.782 -0.942
Si2 -1.354 -1.603 -0.787
S1 1.074 1.233 0.984
H1 3.282 4.237 1.263
H2 2.135 4.073 0.014
H3 3.468 1.916 -0.696
H4 4.607 2.340 0.581
H5 0.607 -2.878 0.119
H6 0.001 -3.746 -1.298
H7 0.890 -2.163 -1.503
H8 -2.791 -1.819 -3.072
H9 -1.951 -3.427 -2.595
H10 -3.315 -2.972 -1.859
H11 -1.505 -2.901 1.494
H12 -1.770 -1.250 2.003
H13 -2.967 -2.211 0.916
H14 -0.375 2.559 2.087
H15 -0.458 0.971 2.523
H16 -1.234 1.371 -2.440
H17 -2.716 1.615 -0.338

Output
SMILES: C[Si](C)(C)[SiH2]O[S@@](N)(=O)=C1CC1
M, g/mol: 223.45
Orbital gap, eV: 8.6
Relative energy (zero: lowest compared OMol25 entry of this formula, charge and spin), kcal/mol: 114.16
LUMO, eV: 0.10
HOMO, eV: -8.464

The computed Löwdin charges, all in e, follow: -0.207, -0.172, -0.250, -0.215, -0.226, -0.240, -0.064, -0.610, -0.326, 0.486, 0.551, 0.772, 0.072, 0.104, 0.086, 0.104, 0.033, 0.040, -0.018, 0.044, -0.010, -0.006, 0.021, 0.057, -0.027, 0.063, 0.016, -0.027, -0.050

---

(2)
Below is C5H13NSi in the gas phase, with properties calculated with the ωB97M-V functional and the def2-TZVPD basis.

Positions of all 20 atoms, in Å:
C1 0.230 -0.867 -2.084
C2 1.551 -0.740 -1.450
C3 -1.023 -1.154 0.995
C4 -1.570 1.852 0.064
C5 1.229 0.660 1.618
N1 0.563 0.282 -1.300
Si1 -0.220 0.527 0.501
H1 0.170 -0.826 -3.129
H2 -0.462 -1.611 -1.604
H3 1.733 -1.340 -0.563
H4 2.445 -0.524 -2.010
H5 -0.256 -1.890 1.448
H6 -1.857 -1.052 1.653
H7 -1.487 -1.517 0.089
H8 -1.383 2.918 0.059
H9 -1.934 1.562 -0.873
H10 -2.445 1.622 0.775
H11 1.128 -0.029 2.480
H12 2.185 0.482 1.210
H13 1.402 1.646 2.119

Output
SMILES: C[Si](C)(C)N1CC1
M, g/mol: 115.25
Orbital gap, eV: 9.4
Relative energy (zero: lowest compared OMol25 entry of this formula, charge and spin), kcal/mol: 32.30
LUMO, eV: 0.93
HOMO, eV: -8.470

The computed Löwdin charges, all in e, follow: -0.228, -0.246, -0.184, -0.169, -0.198, -0.163, 0.632, 0.075, 0.089, 0.086, 0.091, 0.069, 0.004, -0.002, 0.017, -0.011, 0.047, 0.039, 0.009, 0.044

---

(3)
Below is C4H8O2S in the gas phase, with properties calculated with the ωB97M-V functional and the def2-TZVPD basis.

Positions of all 15 atoms, in Å:
C1 -0.404 1.485 0.354
C2 0.197 0.074 0.619
C3 1.004 -0.591 -0.470
C4 -0.122 -1.234 0.259
H1 -0.611 1.638 -1.743
H2 0.493 2.334 0.450
H3 -1.139 1.649 1.261
H4 0.628 0.082 1.718
H5 0.725 -0.200 -1.534
H6 2.153 -1.979 -0.384
H7 0.280 -1.970 0.920
H8 -2.607 -0.315 -0.048
O1 -1.188 1.607 -0.742
O2 2.330 -0.851 -0.428
S1 -1.739 -1.731 -0.234

Output
SMILES: OC[C@@H]1[C@@H](O)[C@@H]1S
M, g/mol: 120.17
Orbital gap, eV: 9.2
Relative energy (zero: lowest compared OMol25 entry of this formula, charge and spin), kcal/mol: 131.45
LUMO, eV: 0.37
HOMO, eV: -8.814

The computed Löwdin charges, all in e, follow: -0.327, -0.294, -0.421, -0.707, 0.232, 0.168, 0.140, 0.185, 0.168, 0.228, 0.092, 0.048, -0.166, -0.031, 0.685

---

(4)
Below is C3H6 in the gas phase, with properties calculated with the ωB97M-V functional and the def2-TZVPD basis.

Positions of all 9 atoms, in Å:
C1 -1.314 -0.122 -0.005
C2 0.177 0.390 -0.067
C3 1.314 -0.251 -0.032
H1 -1.571 -1.193 -0.414
H2 -1.506 -0.309 1.179
H3 -1.968 0.713 -0.443
H4 0.337 1.549 0.079
H5 1.430 -1.328 -0.038
H6 2.219 0.469 0.255

Output
SMILES: C=CC
M, g/mol: 42.08
Orbital gap, eV: 11.0
Relative energy (zero: lowest compared OMol25 entry of this formula, charge and spin), kcal/mol: 23.48
LUMO, eV: 1.20
HOMO, eV: -9.772

The computed Löwdin charges, all in e, follow: -0.136, -0.299, -0.079, 0.085, 0.104, 0.067, 0.115, 0.046, 0.095

---

(5)
Below is C4H8N2O in the gas phase, with properties calculated with the ωB97M-V functional and the def2-TZVPD basis.

Positions of all 15 atoms, in Å:
C1 0.467 -1.821 0.319
C2 -0.739 0.398 -0.473
C3 -0.397 -0.612 0.499
N1 1.543 1.366 -0.292
C4 -1.758 1.164 -0.807
O1 0.772 0.533 -1.137
N2 -0.998 -0.244 1.593
H1 2.494 1.008 -0.365
H2 1.534 2.280 -0.743
H3 -0.608 -0.669 2.439
H4 0.797 -1.922 -0.715
H5 1.346 -1.737 0.961
H6 -0.097 -2.711 0.615
H7 -2.592 1.302 -0.129
H8 -1.764 1.667 -1.767

Output
SMILES: [H]/N=C(\C)C(=C)ON
M, g/mol: 100.12
Orbital gap, eV: 9.8
Relative energy (zero: lowest compared OMol25 entry of this formula, charge and spin), kcal/mol: 124.96
LUMO, eV: 0.86
HOMO, eV: -8.947

The computed Löwdin charges, all in e, follow: -0.028, -0.174, -0.400, 0.002, 0.077, -0.235, 0.146, 0.080, 0.077, 0.058, 0.078, 0.087, 0.085, 0.075, 0.071

---

(6)
Below is a molecular structure, C35H35BrGeN2O5Sn, with properties calculated with the ωB97M-V functional and the def2-TZVPD basis.

Positions of all 80 atoms, in Å:
Sn1 -0.100 2.171 -2.412
O1 -0.412 0.915 -4.459
C1 0.537 0.810 -5.501
C2 1.882 1.375 -5.112
C3 2.957 1.314 -5.992
C4 4.180 1.807 -5.580
C5 4.296 2.354 -4.307
C6 3.172 2.389 -3.505
N1 1.993 1.905 -3.903
H1 -0.644 -0.007 -4.173
H2 0.157 1.329 -6.386
H3 0.677 -0.239 -5.770
H4 2.829 0.877 -6.973
H5 5.037 1.763 -6.239
H6 5.234 2.749 -3.945
H7 3.199 2.803 -2.503
C7 -3.561 -2.788 -1.274
C8 -2.229 -2.702 -1.954
C9 -1.134 -3.427 -1.496
C10 0.096 -3.290 -2.108
C11 0.182 -2.405 -3.169
Br1 1.867 -2.196 -4.023
N2 -0.826 -1.697 -3.626
C12 -2.012 -1.855 -3.027
H8 -3.897 -3.822 -1.187
H9 -4.320 -2.232 -1.823
H10 -3.486 -2.361 -0.272
H11 -1.244 -4.094 -0.649
H12 0.965 -3.840 -1.780
H13 -2.818 -1.241 -3.413
O2 1.633 1.847 -0.636
C13 1.511 0.628 -0.881
O3 0.796 0.233 -1.862
C14 2.139 -0.434 -0.014
C15 1.055 -1.141 0.811
Ge1 0.328 -0.179 2.360
C16 1.637 -0.237 3.817
C17 1.532 0.648 4.891
C18 2.420 0.592 5.956
C19 3.437 -0.353 5.963
C20 3.560 -1.237 4.902
C21 2.665 -1.177 3.841
C22 -0.070 1.706 2.042
C23 0.904 2.684 2.231
C24 0.653 4.011 1.916
C25 -0.581 4.381 1.401
C26 -1.569 3.422 1.224
C27 -1.315 2.097 1.553
C28 -1.319 -1.078 2.896
C29 -1.631 -2.352 2.426
C30 -2.806 -2.986 2.805
C31 -3.695 -2.348 3.659
C32 -3.401 -1.078 4.133
C33 -2.222 -0.452 3.753
H14 2.916 0.020 0.602
H15 2.606 -1.161 -0.684
H16 1.452 -2.090 1.185
H17 0.211 -1.375 0.162
H18 0.751 1.400 4.897
H19 2.317 1.287 6.780
H20 4.132 -0.398 6.792
H21 4.352 -1.975 4.899
H22 2.782 -1.877 3.021
H23 1.881 2.407 2.612
H24 1.426 4.756 2.062
H25 -0.774 5.415 1.144
H26 -2.539 3.706 0.833
H27 -2.094 1.355 1.430
H28 -0.960 -2.858 1.741
H29 -3.031 -3.977 2.430
H30 -4.615 -2.838 3.953
H31 -4.091 -0.573 4.797
H32 -2.012 0.547 4.121
C34 -3.907 0.774 -0.626
C35 -2.439 0.512 -0.909
O4 -1.820 -0.315 -0.255
O5 -1.961 1.214 -1.890
H33 -4.166 0.423 0.372
H34 -4.511 0.226 -1.353
H35 -4.139 1.831 -0.743

Output
M, g/mol: 834.90
Orbital gap, eV: 8.8
Relative energy (zero: lowest compared OMol25 entry of this formula, charge and spin), kcal/mol: 0.00
LUMO, eV: 0.48
HOMO, eV: -8.300

The computed Löwdin charges, all in e, follow: 1.401, -0.208, -0.191, -0.268, -0.017, -0.054, -0.048, -0.107, 0.026, 0.043, 0.134, 0.091, 0.121, 0.110, 0.106, 0.112, -0.035, -0.248, -0.015, -0.100, -0.724, 0.799, 0.040, -0.074, 0.085, 0.076, 0.074, 0.123, 0.104, 0.132, -0.094, -0.673, -0.168, -0.139, -0.252, 1.033, -0.262, -0.115, -0.088, -0.097, -0.093, -0.107, -0.259, -0.117, -0.086, -0.091, -0.083, -0.110, -0.260, -0.110, -0.097, -0.097, -0.089, -0.107, 0.116, 0.111, 0.066, 0.039, 0.099, 0.101, 0.099, 0.099, 0.089, 0.103, 0.101, 0.100, 0.103, 0.081, 0.087, 0.098, 0.098, 0.100, 0.101, 0.004, -0.699, 0.014, -0.273, 0.082, 0.074, 0.078

---

(7)
Below is 2 unconnected molecules or ions with the total composition C3H6Br2NO, with properties calculated with the ωB97M-V functional and the def2-TZVPD basis.

Positions of all 13 atoms, in Å:
C1 -1.278 -0.535 0.544
C2 0.149 -0.463 -1.593
C3 -0.514 0.224 -0.489
N1 1.136 0.450 1.449
O1 -1.046 -1.118 1.496
Br1 -3.077 -0.512 -0.495
Br2 -0.861 2.059 -0.640
H1 0.389 -1.398 -1.248
H2 1.157 0.003 -1.749
H3 -0.337 -0.243 -2.556
H4 2.147 0.008 1.438
H5 1.345 1.433 1.489
H6 0.790 0.092 2.352

Output
M, g/mol: 231.90
Orbital gap, eV: 8.3
Relative energy (zero: lowest compared OMol25 entry of this formula, charge and spin), kcal/mol: 34.18
Total charge: +1
LUMO, eV: -6.71
HOMO, eV: -14.977

The computed Löwdin charges, all in e, follow: -0.735, -0.077, -0.698, 0.063, 0.176, 0.752, 0.937, 0.079, 0.140, 0.133, 0.128, 0.037, 0.065

---

(8)
Below is 7 unconnected molecules or ions with the total composition C27H41BBr12F4NO4P, with properties calculated with the ωB97M-V functional and the def2-TZVPD basis.

Positions of all 91 atoms, in Å:
C1 4.576 -2.457 -0.318
B1 3.789 -1.200 0.183
O1 3.564 -1.089 1.532
C2 3.320 -0.068 -0.848
C3 3.768 1.364 -0.565
F1 3.702 2.086 -1.698
F2 2.977 1.975 0.316
C4 5.192 1.529 -0.048
F3 6.054 0.732 -0.677
F4 5.243 1.348 1.277
C5 1.739 -0.007 -0.727
C6 1.249 -1.076 -1.678
C7 0.903 -2.460 -1.096
C8 -0.018 -2.452 0.114
O2 0.056 -3.383 0.889
C9 -0.962 -1.337 0.371
C10 -2.103 -1.173 -0.351
C11 -2.900 -0.116 -0.087
C12 -2.613 0.763 0.885
C13 -1.497 0.591 1.630
C14 -0.690 -0.455 1.361
P1 -0.094 -0.568 -2.867
N1 -0.585 0.911 -2.630
C15 2.452 -1.160 -2.636
O3 2.498 -1.759 -3.676
O4 3.491 -0.501 -2.177
H1 4.279 -3.303 0.289
H2 5.612 -2.260 -0.072
H3 4.473 -2.649 -1.373
H4 2.872 -1.689 1.822
H5 5.493 2.554 -0.224
H6 1.517 -0.087 0.319
H7 1.386 0.927 -1.152
H8 1.794 -3.032 -0.893
H9 0.366 -3.021 -1.857
H10 -2.352 -1.882 -1.114
H11 -3.776 0.013 -0.688
H12 -3.239 1.609 1.075
H13 -1.221 1.267 2.413
H14 0.204 -0.590 1.939
H15 -1.150 -1.482 -2.769
H16 0.436 -0.641 -4.160
H17 -0.396 1.460 -3.456
Br1 -6.361 1.318 -2.307
C16 -6.015 1.023 -4.197
C17 -5.069 -0.121 -4.410
Br2 -3.222 0.378 -4.011
H18 -5.643 1.959 -4.600
H19 -6.985 0.798 -4.631
H20 -5.067 -0.420 -5.456
H21 -5.302 -0.981 -3.787
Br3 2.663 0.470 4.152
C18 3.546 2.204 4.153
C19 2.723 3.271 4.828
Br4 1.232 3.903 3.758
H22 3.778 2.424 3.117
H23 4.469 2.056 4.708
H24 3.335 4.152 5.010
H25 2.292 2.930 5.763
Br5 1.545 -6.210 -0.779
C20 -0.387 -6.352 -0.614
C21 -1.044 -6.458 -1.965
Br6 -1.108 -4.737 -2.878
H26 -0.719 -5.492 -0.042
H27 -0.561 -7.259 -0.039
H28 -2.083 -6.764 -1.866
H29 -0.526 -7.142 -2.627
Br7 7.386 4.768 1.012
C22 8.339 3.119 1.418
C23 9.309 3.301 2.552
Br8 10.909 4.250 1.987
H30 8.818 2.800 0.499
H31 7.567 2.402 1.691
H32 9.659 2.335 2.909
H33 8.887 3.862 3.378
Br9 -2.402 6.043 5.086
C24 -4.031 6.062 6.147
C25 -4.863 4.835 5.909
Br10 -5.796 4.921 4.210
H34 -4.552 6.981 5.904
H35 -3.699 6.096 7.182
H36 -5.642 4.751 6.663
H37 -4.272 3.925 5.896
Br11 -6.707 -2.868 -3.024
C26 -8.653 -2.906 -3.040
C27 -9.203 -2.946 -4.440
Br12 -9.106 -1.214 -5.317
H38 -8.985 -2.041 -2.477
H39 -8.924 -3.814 -2.506
H40 -10.261 -3.196 -4.421
H41 -8.676 -3.648 -5.076

Output
SMILES: CB(O)[C@]1(C(F)(F)C(F)F)C[C@@](CC(=O)c2ccccc2)([PH2]=N)C(=O)O1.BrCCBr.BrCCBr.BrCCBr.BrCCBr.BrCCBr.BrCCBr
M, g/mol: 1520.25
Orbital gap, eV: 8.9
Relative energy (zero: lowest compared OMol25 entry of this formula, charge and spin), kcal/mol: 0.00
LUMO, eV: 0.32
HOMO, eV: -8.577

The computed Löwdin charges, all in e, follow: 0.043, -0.461, 0.092, -0.192, -0.429, 0.153, 0.154, -0.329, 0.135, 0.098, -0.033, -0.377, -0.099, -0.324, 0.094, -0.185, -0.063, -0.082, -0.065, -0.053, -0.052, 0.801, -0.314, -0.509, 0.121, 0.122, 0.075, 0.086, 0.069, 0.102, 0.142, 0.102, 0.118, 0.104, 0.004, 0.101, 0.081, 0.114, 0.109, 0.106, -0.027, 0.041, -0.039, 0.602, -0.695, -0.716, 0.685, 0.051, 0.004, 0.060, -0.077, 0.675, -0.676, -0.699, 0.607, 0.034, 0.060, 0.057, 0.047, 0.647, -0.672, -0.661, 0.697, 0.033, 0.060, 0.059, 0.050, 0.622, -0.696, -0.700, 0.610, 0.055, 0.040, 0.058, 0.049, 0.600, -0.708, -0.711, 0.606, 0.048, 0.056, 0.056, 0.049, 0.696, -0.668, -0.689, 0.642, 0.055, 0.058, 0.058, 0.050

---

Question: The highest HOMO belongs to which entry?
Answer: C35H35BrGeN2O5Sn

---

Question: The lowest LUMO belongs to which entry?
Answer: C3H6Br2NO